[1]
# C37H30N4O6PReS

A molecular structure, C37H30N4O6PReS (the ωB97M-V functional and the def2-TZVPD basis, the Open Molecules 2025 dataset).

Each line ends with the Mulliken charge.
Positions of all 80 atoms, in Å:
Re  0.00  0.25  0.85  0.594
O  -4.05  -0.20  1.69  -0.684
C  -2.93  -0.63  1.52  0.323
O  -1.91  0.15  1.33  -0.037
C  -2.72  -2.14  1.53  0.681
C  -3.68  -2.85  2.26  -0.985
C  -3.66  -4.23  2.31  -0.696
C  -2.69  -4.93  1.60  -0.806
C  -1.75  -4.24  0.87  -0.168
C  -1.74  -2.84  0.84  0.007
P  -0.42  -2.04  -0.13  1.327
C  0.93  -3.25  0.03  -0.144
C  1.54  -3.41  1.27  -0.175
C  2.56  -4.33  1.43  -0.704
C  2.98  -5.11  0.36  -0.640
C  2.37  -4.96  -0.88  -0.688
C  1.35  -4.03  -1.05  0.215
C  -1.00  -2.17  -1.86  0.084
C  -0.24  -1.64  -2.90  -0.340
C  -0.72  -1.67  -4.20  -0.797
C  -1.95  -2.24  -4.48  -0.648
C  -2.72  -2.76  -3.45  -0.765
C  -2.24  -2.72  -2.14  -0.265
H  -4.43  -2.28  2.78  0.536
H  -4.40  -4.76  2.90  0.393
H  -2.68  -6.01  1.61  0.436
H  -1.00  -4.79  0.32  0.501
H  1.22  -2.80  2.11  0.024
H  3.03  -4.43  2.40  0.457
H  3.78  -5.82  0.48  0.367
H  2.69  -5.56  -1.72  0.426
H  0.89  -3.92  -2.02  0.310
H  0.70  -1.16  -2.69  0.318
H  -0.12  -1.24  -4.99  0.438
H  -2.32  -2.25  -5.50  0.377
H  -3.69  -3.18  -3.65  0.406
H  -2.87  -3.12  -1.35  0.353
S  0.16  -0.79  3.15  -0.357
C  1.75  -0.47  3.63  0.776
N  2.83  -0.27  4.00  -0.742
C  2.65  1.93  -2.55  -0.808
N  2.04  3.21  -2.31  0.139
C  1.62  3.84  -3.54  -1.060
C  1.06  3.19  -1.23  -1.201
C  -0.26  2.48  -1.51  1.236
C  -1.10  3.16  -2.41  -0.821
C  -2.30  2.63  -2.86  -1.084
C  -2.70  1.40  -2.37  -1.031
C  -1.92  0.77  -1.42  -0.314
C  -0.69  1.26  -0.94  1.546
H  3.47  2.04  -3.27  0.402
H  1.95  1.18  -2.95  0.212
H  3.06  1.56  -1.62  0.151
H  2.49  3.97  -4.19  0.393
H  1.21  4.83  -3.34  0.304
H  0.87  3.27  -4.11  0.342
H  0.83  4.24  -1.01  0.640
H  1.56  2.77  -0.36  -0.304
H  -0.79  4.13  -2.76  0.426
H  -2.91  3.18  -3.56  0.378
H  -3.63  0.95  -2.69  0.485
H  -2.34  -0.14  -1.00  0.133
O  2.14  -1.05  -1.23  -0.141
N  2.73  -0.63  -0.26  -0.313
O  2.00  0.03  0.61  -0.137
O  -1.61  2.52  2.75  -0.625
C  -0.43  2.70  2.69  0.125
N  0.51  2.04  1.86  0.936
C  1.77  2.63  2.06  -0.373
O  2.79  2.41  1.46  -0.630
C  1.63  3.65  3.15  0.293
C  2.59  4.47  3.73  -0.470
C  2.14  5.36  4.70  -0.525
C  0.79  5.42  5.06  -0.434
C  -0.15  4.60  4.46  -0.554
C  0.31  3.71  3.51  0.183
H  3.62  4.40  3.44  0.502
H  2.85  6.01  5.19  0.396
H  0.48  6.13  5.82  0.392
H  -1.20  4.63  4.72  0.505

Results
- M (g/mol) = 875.917
- gap between HOMO and LUMO (alpha / beta) (eV) = 7.93 / 7.28
- strongest force on any atom (hartree/bohr) = 0.015
- total energy (a.u.) = -2916.32407
- LUMO energy (alpha / beta) (eV) = 2.4 / 1.6
- multiplicity = 4
- ΔE to the lowest compared entry with this formula, charge and spin (kcal per mole) = 0.0
- net charge = -1
- HOMO level (alpha / beta) (eV) = -5.51 / -5.70

=====

[2]
# C2H7NOSi

A single C2H7NOSi molecule (the ωB97M-V functional and the def2-TZVPD basis, the Open Molecules 2025 dataset).

Each line ends with the Mulliken charge.
Positions of all 12 atoms, in Å:
H  -0.01  -0.74  2.34  0.242
N  0.58  -0.62  1.49  -0.684
C  -0.06  -0.46  0.40  0.445
Si  -2.04  -0.20  -0.09  0.401
O  0.55  -0.09  -0.79  -0.302
C  1.88  0.45  -0.66  -0.656
H  -2.74  -1.48  0.22  -0.085
H  -2.75  0.96  0.52  -0.094
H  -1.96  0.30  -1.45  -0.085
H  2.18  0.32  -1.64  0.262
H  2.54  -0.02  0.09  0.306
H  1.85  1.57  -0.46  0.249

Results
- M (g/mol) = 89.170
- gap between HOMO and LUMO (eV) = 10.55
- strongest force on any atom (hartree/bohr) = 0.050
- total energy (a.u.) = -499.81914
- LUMO energy (eV) = 0.9
- SMILES string = [H]/N=C(\[SiH3])OC
- multiplicity = 1
- ΔE to the lowest compared entry with this formula, charge and spin (kcal per mole) = 61.9
- net charge = 0
- HOMO level (eV) = -9.61

=====

[3]
# C45H47As2CaN7O4PS

A molecular structure, C45H47As2CaN7O4PS (the ωB97M-V functional and the def2-TZVPD basis, the Open Molecules 2025 dataset).

Each line ends with the Mulliken charge.
Positions of all 108 atoms, in Å:
Ca  -0.33  -0.43  0.42  2.065
O  -0.61  -1.76  3.28  -0.445
N  -0.13  -0.52  2.84  0.265
C  0.20  0.20  3.83  -1.165
C  0.76  1.58  3.85  0.790
C  0.74  2.11  5.14  -1.248
C  1.18  3.39  5.42  -0.858
C  1.66  4.17  4.38  -0.879
C  1.69  3.66  3.09  -0.337
C  1.25  2.37  2.79  1.066
P  1.48  1.79  1.06  1.853
C  3.28  1.58  0.98  0.337
C  3.79  0.30  1.16  -0.326
C  5.16  0.08  1.19  -0.454
C  6.04  1.14  1.02  -0.744
C  5.54  2.42  0.84  -0.779
C  4.17  2.64  0.82  -0.307
C  1.10  3.25  0.03  0.536
C  -0.03  4.01  0.30  -0.661
C  -0.42  5.02  -0.58  -0.811
C  0.32  5.26  -1.73  -0.706
C  1.43  4.49  -2.01  -0.932
C  1.82  3.48  -1.14  -0.627
H  -1.36  -1.99  2.69  0.353
H  0.02  -0.24  4.81  0.320
H  0.37  1.49  5.95  0.442
H  1.15  3.77  6.43  0.424
H  2.01  5.18  4.56  0.463
H  2.07  4.28  2.30  0.311
H  3.11  -0.54  1.27  -0.158
H  5.55  -0.92  1.34  0.399
H  7.10  0.97  1.04  0.418
H  6.22  3.26  0.71  0.451
H  3.80  3.65  0.67  0.327
H  -0.63  3.81  1.18  0.431
H  -1.30  5.61  -0.36  0.469
H  0.02  6.05  -2.41  0.437
H  2.01  4.66  -2.91  0.441
H  2.69  2.89  -1.38  0.597
N  -7.56  3.54  -1.87  -0.453
C  -6.41  2.96  -1.44  1.015
C  -5.68  2.11  -2.29  -0.918
C  -4.51  1.53  -1.86  -0.790
C  -4.03  1.80  -0.58  -0.443
C  -4.74  2.63  0.28  -0.486
C  -5.92  3.21  -0.15  -0.826
S  -2.59  1.04  -0.02  1.201
O  -2.14  1.70  1.20  -0.762
O  -1.56  1.08  -1.09  -0.361
N  -2.66  -0.52  0.25  0.477
C  -3.58  -1.13  1.08  -0.498
N  -4.86  -0.76  1.05  -0.458
C  -5.69  -1.46  1.81  -0.338
C  -5.28  -2.53  2.59  -0.885
C  -3.92  -2.81  2.57  -0.103
N  -3.06  -2.11  1.84  -0.071
H  -7.96  3.30  -2.75  0.190
H  -8.13  4.08  -1.24  0.191
H  -6.05  1.91  -3.29  0.316
H  -3.96  0.88  -2.53  0.497
H  -4.37  2.82  1.27  0.539
H  -6.46  3.87  0.51  0.315
H  -6.73  -1.15  1.79  0.467
H  -5.97  -3.10  3.18  0.407
H  -3.51  -3.61  3.18  0.468
C  3.48  -3.35  1.87  -1.661
As  1.68  -3.14  1.16  1.777
C  0.74  -4.44  2.27  -1.103
C  1.79  -4.25  -0.45  -0.372
C  2.82  -5.18  -0.61  -0.668
C  2.89  -5.97  -1.75  -0.819
C  1.93  -5.84  -2.74  -0.842
C  0.90  -4.93  -2.59  -1.001
C  0.82  -4.12  -1.46  0.089
As  -0.62  -2.84  -1.27  1.541
C  -0.88  -2.30  -3.13  -1.549
C  -2.17  -4.01  -1.09  -1.335
H  3.66  -4.37  2.20  0.556
H  3.61  -2.67  2.71  0.414
H  4.22  -3.09  1.10  0.410
H  1.24  -5.41  2.20  0.486
H  -0.29  -4.54  1.92  0.158
H  0.72  -4.09  3.30  0.401
H  3.58  -5.30  0.15  0.344
H  3.69  -6.68  -1.86  0.427
H  1.98  -6.46  -3.63  0.429
H  0.16  -4.84  -3.38  0.350
H  -1.33  -3.11  -3.70  0.627
H  0.09  -2.03  -3.57  0.386
H  -1.54  -1.43  -3.16  0.256
H  -2.20  -4.72  -1.92  0.474
H  -3.07  -3.39  -1.10  0.421
H  -2.11  -4.55  -0.15  0.290
N  0.05  2.13  -3.98  -0.117
C  1.30  1.69  -4.28  0.300
O  1.94  2.12  -5.22  -0.691
C  1.87  0.60  -3.41  0.643
C  3.03  -0.06  -3.80  -1.057
C  3.54  -1.04  -2.98  -1.212
C  2.89  -1.34  -1.79  -0.301
N  1.77  -0.73  -1.40  1.404
C  1.29  0.22  -2.22  0.067
H  -0.29  2.92  -4.50  0.286
H  -0.43  1.88  -3.13  -0.028
H  3.51  0.23  -4.73  0.540
H  4.45  -1.57  -3.24  0.559
H  3.28  -2.12  -1.14  0.177
H  0.39  0.70  -1.88  -0.509

Results
- M (g/mol) = 1002.879
- gap between HOMO and LUMO (eV) = 8.01
- strongest force on any atom (hartree/bohr) = 0.031
- total energy (a.u.) = -8315.88243
- LUMO energy (eV) = -2.3
- multiplicity = 1
- ΔE to the lowest compared entry with this formula, charge and spin (kcal per mole) = 7.6
- net charge = +1
- HOMO level (eV) = -10.27

=====

[4]
# C13H24IrN2O5

A molecular structure, C13H24IrN2O5 (the ωB97M-V functional and the def2-TZVPD basis, the Open Molecules 2025 dataset).

Each line ends with the Mulliken charge.
Positions of all 45 atoms, in Å:
Ir  0.62  0.19  0.02  1.984
C  -0.66  -2.19  -1.22  -0.484
C  -0.95  -1.24  -2.35  -0.489
O  -0.38  0.07  -2.03  -0.455
C  -1.27  1.19  -2.25  -0.409
C  -0.98  2.21  -1.20  -0.688
O  -1.06  1.49  0.06  -0.573
C  -0.80  2.27  1.26  -0.554
C  -0.98  1.33  2.41  -0.431
O  -0.32  0.08  2.05  -0.483
C  -1.10  -1.13  2.29  -0.371
C  -0.74  -2.14  1.24  -0.648
O  -0.86  -1.44  -0.01  -0.418
H  -1.33  -3.05  -1.26  0.399
H  0.38  -2.55  -1.26  0.307
H  -0.52  -1.60  -3.28  0.405
H  -2.03  -1.12  -2.48  0.401
H  -1.12  1.61  -3.25  0.421
H  -2.30  0.85  -2.16  0.428
H  0.02  2.64  -1.31  0.364
H  -1.72  3.01  -1.23  0.415
H  0.21  2.67  1.21  0.332
H  -1.50  3.11  1.33  0.420
H  -0.56  1.74  3.32  0.406
H  -2.04  1.12  2.57  0.414
H  -0.89  -1.51  3.29  0.407
H  -2.16  -0.88  2.22  0.414
H  0.29  -2.49  1.36  0.332
H  -1.42  -2.99  1.28  0.391
N  2.65  0.06  -0.09  -0.609
C  3.81  0.10  -0.04  0.803
N  5.13  0.21  0.07  0.059
C  5.86  -0.58  1.03  -0.578
C  6.54  -1.78  0.22  -0.407
O  7.29  -1.21  -0.79  -0.331
C  6.60  -0.50  -1.76  -0.414
C  5.92  0.74  -1.01  -0.569
H  5.22  -0.98  1.81  0.418
H  6.66  0.03  1.46  0.294
H  5.76  -2.44  -0.16  0.309
H  7.21  -2.31  0.89  0.381
H  5.82  -1.09  -2.24  0.311
H  7.31  -0.12  -2.49  0.381
H  5.32  1.31  -1.72  0.422
H  6.72  1.36  -0.60  0.292

Results
- M (g/mol) = 480.561
- gap between HOMO and LUMO (alpha / beta) (eV) = 4.43 / 4.33
- strongest force on any atom (hartree/bohr) = 0.116
- total energy (a.u.) = -1098.51610
- LUMO energy (alpha / beta) (eV) = -13.3 / -13.3
- multiplicity = 1
- net charge = +3
- HOMO level (alpha / beta) (eV) = -17.71 / -17.67

=====

[5]
# C14H24N2O7P2Ru

A molecular structure, C14H24N2O7P2Ru (the ωB97M-V functional and the def2-TZVPD basis, the Open Molecules 2025 dataset).

Each line ends with the Mulliken charge.
Positions of all 50 atoms, in Å:
Ru  0.35  -0.07  -1.14  -0.242
H  2.13  -0.44  -1.97  0.201
H  1.70  -1.06  -1.75  -0.116
P  0.82  2.00  -1.89  1.577
P  -0.74  -2.01  -1.72  1.407
C  -0.72  -3.09  -0.23  -1.114
H  -1.21  -4.05  -0.47  0.486
H  0.33  -3.28  0.05  0.331
H  -1.27  -2.62  0.61  0.122
C  -2.52  -1.95  -2.14  -1.160
H  -2.65  -1.40  -3.09  0.342
H  -2.90  -2.98  -2.26  0.440
H  -3.09  -1.45  -1.33  0.356
C  0.13  -2.92  -3.00  -1.264
H  1.18  -2.98  -2.69  0.363
H  -0.33  -3.92  -3.08  0.432
H  0.03  -2.36  -3.94  0.386
C  -0.65  3.11  -2.13  -1.238
H  -0.30  4.17  -2.11  0.427
H  -1.12  2.89  -3.10  0.365
H  -1.34  2.95  -1.27  0.334
C  1.76  2.88  -0.57  -1.161
H  2.74  2.38  -0.49  0.334
H  1.90  3.93  -0.91  0.485
H  1.19  2.87  0.38  0.135
C  1.90  2.28  -3.32  -1.282
H  1.42  1.94  -4.25  0.406
H  2.13  3.36  -3.39  0.415
H  2.83  1.72  -3.13  0.410
C  1.69  -0.64  0.05  0.188
O  2.57  -1.01  0.70  -0.333
H  0.66  -0.09  -2.76  0.111
O  -2.99  -0.61  0.51  -0.656
C  -1.95  0.03  0.68  -0.541
O  -1.26  0.63  -0.26  -0.738
C  -1.37  0.16  2.08  0.742
C  -0.61  1.29  2.42  0.000
C  0.21  1.25  3.60  -0.384
C  0.22  0.13  4.42  -0.617
C  -0.62  -0.95  4.10  0.106
C  -1.51  -0.88  2.99  -0.685
N  -0.41  -2.23  4.72  0.819
O  0.42  -2.35  5.64  -0.425
O  -1.07  -3.18  4.29  -0.446
N  1.13  2.38  3.73  0.971
O  1.10  3.26  2.86  -0.593
O  1.90  2.37  4.73  -0.568
H  -0.55  2.16  1.76  0.723
H  0.95  0.06  5.25  0.507
H  -2.19  -1.71  2.78  0.642

Results
- M (g/mol) = 495.371
- gap between HOMO and LUMO (alpha / beta) (eV) = 7.12 / 6.52
- strongest force on any atom (hartree/bohr) = 0.125
- total energy (a.u.) = -1960.99485
- LUMO energy (alpha / beta) (eV) = -3.6 / -6.2
- multiplicity = 6
- net charge = +1
- HOMO level (alpha / beta) (eV) = -10.69 / -12.73

=====

[6]
# C7H17InO8SSe2Te2

A molecular structure, C7H17InO8SSe2Te2 (the ωB97M-V functional and the def2-TZVPD basis, the Open Molecules 2025 dataset).

Each line ends with the Mulliken charge.
Positions of all 38 atoms, in Å:
In  -1.12  -1.13  0.16  1.691
C  2.45  2.13  1.91  -0.795
O  1.13  1.59  1.93  -0.214
C  0.16  2.50  1.41  -0.827
C  -1.15  1.73  1.20  -0.462
O  -1.19  1.01  -0.01  -0.403
C  -1.60  1.70  -1.19  -0.657
C  -0.96  1.04  -2.41  -0.732
O  -1.22  -0.36  -2.35  -0.280
C  -0.43  -1.09  -3.29  -0.828
H  2.75  2.81  2.69  0.325
H  3.15  1.33  2.02  0.233
H  2.64  2.55  0.91  0.347
H  0.10  3.28  2.09  0.590
H  0.53  2.86  0.48  0.412
H  -1.31  0.99  2.05  0.228
H  -1.98  2.47  1.15  0.422
H  -2.66  1.57  -1.18  0.310
H  -1.30  2.74  -1.08  0.481
H  -1.38  1.54  -3.26  0.547
H  0.11  1.21  -2.47  0.350
H  -0.82  -2.10  -3.26  0.214
H  -0.59  -0.69  -4.25  0.439
H  0.68  -1.07  -3.09  0.260
Se  -0.92  -1.79  2.69  -0.307
Te  -3.03  -3.05  2.83  -0.022
Te  -3.08  -4.11  0.26  0.317
Se  -0.85  -3.72  -0.70  -0.205
O  -3.24  -1.23  0.00  -0.568
O  -3.69  -2.46  -0.62  -0.290
C  2.55  -1.62  1.56  -0.847
S  2.20  -1.44  -0.17  1.440
O  3.25  -0.76  -0.81  -0.700
O  0.93  -0.60  -0.20  -0.442
O  1.91  -2.78  -0.65  -0.800
H  2.11  -0.83  2.15  0.115
H  3.61  -1.52  1.75  0.390
H  2.31  -2.69  1.73  0.271

Results
- M (g/mol) = 789.210
- gap between HOMO and LUMO (eV) = 6.82
- strongest force on any atom (hartree/bohr) = 0.056
- total energy (a.u.) = -6805.95944
- LUMO energy (eV) = -1.1
- multiplicity = 1
- ΔE to the lowest compared entry with this formula, charge and spin (kcal per mole) = 4.7
- net charge = 0
- HOMO level (eV) = -7.95